1 | Entry from OMol25: a molecular structure, C3H3NS2 (wB97M-V/def2-TZVPD).

```
9
Properties=species:S:1:pos:R:3:mulliken_charge:R:1
C -0.742 1.276 0.330 0.290
C 0.162 0.259 0.262 0.062
C 1.240 -0.171 -0.655 -0.429
N -1.563 2.035 -0.059 -0.372
S -1.320 -1.912 0.120 -0.216
S 1.791 0.430 1.059 -0.074
H 1.374 0.545 -1.593 0.248
H 1.600 -1.236 -0.564 0.336
H -2.542 -1.225 1.099 0.156
```

Calculated values
- HOMO-LUMO gap (spin up / spin down): 7.646 / 7.243 eV
- Highest occupied orbital energy (spin up / spin down): -9.683 / -9.369 eV
- Charge: 0

---

2 | Entry from OMol25: a molecular structure, C3H3NS2 (wB97M-V/def2-TZVPD).

```
9
Properties=species:S:1:pos:R:3:mulliken_charge:R:1
C 0.606 0.653 -0.013 -0.159
C -0.705 0.475 0.068 -0.401
C 0.174 -1.909 0.012 -0.264
N 1.401 -0.424 -0.155 -0.116
S 2.947 -0.401 0.031 -0.220
S -1.313 -1.135 -0.067 -0.002
H 0.915 1.604 -0.185 0.421
H -1.354 1.254 0.054 0.407
H 0.263 -2.797 -0.576 0.333
```

Calculated values
- HOMO-LUMO gap (spin up / spin down): 7.222 / 6.792 eV
- Highest occupied orbital energy (spin up / spin down): -7.847 / -7.644 eV
- Charge: 0

---

Energies relative to the most stable structure are 1 0.0299; 2 0.0000, reported in hartree.

---

1 | Entry from OMol25: 2 unconnected molecules or ions with the total composition C3H3NS2 (wB97M-V/def2-TZVPD).

```
9
Properties=species:S:1:pos:R:3:mulliken_charge:R:1
C 1.118 -1.936 -0.016 -0.093
C 0.333 0.506 -0.003 0.458
C -1.132 0.472 0.009 -0.858
N 1.290 -3.066 -0.040 -0.380
S 1.456 1.316 -1.046 -0.048
S 1.459 1.298 1.056 -0.047
H -1.493 0.046 0.946 0.299
H -1.510 -0.128 -0.816 0.305
H -1.521 1.492 -0.090 0.364
```

Calculated values
- HOMO-LUMO gap (spin up / spin down): 7.898 / 7.894 eV
- Highest occupied orbital energy (spin up / spin down): -9.904 / -9.902 eV
- Charge: 0

---

2 | Entry from OMol25: a molecular structure, C3H3NS2 (wB97M-V/def2-TZVPD).

```
9
Properties=species:S:1:pos:R:3:mulliken_charge:R:1
C 0.065 0.954 0.538 0.083
C -0.839 -0.720 -0.136 0.154
C 0.507 -0.156 -0.404 -0.301
N -1.123 0.430 0.580 -0.020
S 0.762 2.289 1.179 -0.325
S -1.757 -1.960 -0.375 -0.387
H 0.395 0.222 -1.352 0.238
H 1.413 -0.768 -0.250 0.290
H -1.961 0.868 1.098 0.267
```

Calculated values
- HOMO-LUMO gap: 8.379 eV
- Highest occupied orbital energy: -8.838 eV
- Charge: 0

---

Energies relative to the most stable structure are 1 0.1121; 2 0.0000, reported in hartree.

---

1 | Entry from OMol25: 2 unconnected molecules or ions with the total composition C2H9NO2 (wB97M-V/def2-TZVPD).

```
14
Properties=species:S:1:pos:R:3:mulliken_charge:R:1
O 0.581 -0.742 1.358 -0.368
N 2.136 0.244 -0.042 -0.605
C -0.764 -0.851 1.725 -0.628
C 0.888 -0.398 0.081 0.250
H 1.972 1.194 0.311 0.248
H 2.343 0.343 -1.041 0.264
H -1.107 0.193 1.632 0.286
H -0.892 -1.170 2.773 0.233
H -1.397 -1.488 1.084 0.279
H 0.938 -1.255 -0.617 0.309
H 0.143 0.317 -0.318 -0.246
O -1.717 0.864 -2.129 -0.635
H -1.068 1.541 -1.830 0.300
H -2.055 1.207 -2.987 0.313
```

Calculated values
- SMILES: COCN.O
- HOMO-LUMO gap: 9.834 eV
- Highest occupied orbital energy: -9.269 eV
- Charge: 0

---

2 | Entry from OMol25: 2 unconnected molecules or ions with the total composition C2H9NO2 (wB97M-V/def2-TZVPD).

```
14
Properties=species:S:1:pos:R:3:mulliken_charge:R:1
C 1.127 0.107 -4.100 -0.514
O 1.446 -0.032 -2.729 -0.481
H 1.229 -0.862 -4.586 0.212
H 1.798 0.805 -4.629 0.236
H 0.104 0.427 -4.267 0.253
H 1.482 0.866 -2.361 0.294
N -1.658 0.279 3.200 -0.458
C -0.401 0.086 2.591 -0.138
O -0.453 -0.603 1.325 -0.537
H -2.161 1.122 2.994 0.175
H -2.172 -0.494 3.574 0.198
H 0.270 -0.481 3.245 0.233
H 0.052 1.060 2.405 0.249
H -1.336 -0.986 1.295 0.278
```

Calculated values
- SMILES: NCO.CO
- HOMO-LUMO gap: 10.572 eV
- Highest occupied orbital energy: -9.585 eV
- Charge: 0

---

3 | Entry from OMol25: 2 unconnected molecules or ions with the total composition C2H9NO2 (wB97M-V/def2-TZVPD).

```
14
Properties=species:S:1:pos:R:3:mulliken_charge:R:1
C 0.905 -0.205 2.239 -0.728
N 0.723 -0.836 0.930 -0.291
C 0.556 -0.079 -0.294 -0.242
O -0.632 -0.417 -0.985 -0.599
H 0.200 -0.601 2.966 0.249
H 0.808 0.870 2.101 0.290
H 1.900 -0.461 2.614 0.232
H 0.336 -1.765 0.916 0.229
H 0.502 0.967 0.009 0.267
H 1.361 -0.316 -0.983 0.246
H -1.440 -0.266 -0.474 0.290
H -1.734 1.404 -3.735 0.320
H -1.377 0.645 -2.414 0.385
O -2.108 1.059 -2.889 -0.650
```

Calculated values
- SMILES: CNCO.O
- HOMO-LUMO gap: 9.657 eV
- Highest occupied orbital energy: -8.730 eV
- Charge: 0

---

Energies relative to the most stable structure are 1 0.0191; 2 0.0101; 3 0.0000, reported in hartree.